(A)
This record from OMol25 describes 2 unconnected molecules or ions with the total composition C10H16. The level of theory is ωB97M-V/def2-TZVPD.

```
! RIJCOSX wB97M-V def2-TZVPD def2/J DEFGRID3
* xyz 0 1
C -2.140 -0.214 2.466
C -1.561 0.087 1.057
C -0.154 -0.420 0.826
C 0.247 -0.816 -0.450
C 1.581 -1.024 -0.774
C 2.557 -0.885 0.188
C 2.170 -0.543 1.484
C 0.840 -0.336 1.799
H -2.225 0.690 3.072
H -1.541 -0.938 3.013
H -3.131 -0.654 2.371
H -2.215 -0.342 0.307
H -1.498 1.173 0.964
H -0.509 -0.867 -1.229
H 1.847 -1.406 -1.755
H 3.605 -1.025 -0.052
H 2.943 -0.423 2.241
H 0.583 -0.111 2.823
C -0.439 2.047 -2.618
C -1.609 1.150 -3.029
H 0.495 1.495 -2.459
H -0.150 2.800 -3.354
H -0.526 2.568 -1.661
H -2.164 1.587 -3.858
H -2.304 1.055 -2.197
H -1.238 0.151 -3.223
*
```

## Properties
- Structure (SMILES): CCc1ccccc1.CC
- LUMO energy: 1.01 eV
- Gap between HOMO and LUMO: 10.0 eV
- E_HOMO: -9.010 eV

=====

(B)
This record from OMol25 describes 2 unconnected molecules or ions with the total composition C10H16. The level of theory is ωB97M-V/def2-TZVPD.

```
! RIJCOSX wB97M-V def2-TZVPD def2/J DEFGRID3
* xyz 0 1
C 2.469 0.085 -1.291
C 1.860 -0.619 -0.166
C 1.396 0.209 0.812
C 0.501 -0.211 1.872
C -0.077 -1.410 1.689
C 0.433 -2.294 0.776
C 1.273 -1.876 -0.272
H 3.566 -0.394 -1.365
H 2.511 1.218 -1.203
H 1.904 -0.168 -2.343
H 1.670 1.265 0.765
H 0.382 0.530 2.635
H -0.892 -1.721 2.298
H 0.199 -3.383 0.822
H 1.052 -2.551 -1.091
C -2.554 0.524 -1.526
C -1.916 1.357 -0.398
C -2.166 2.923 -0.505
H -2.528 -0.521 -1.197
H -3.595 0.623 -1.496
H -2.083 0.663 -2.467
H -0.806 1.344 -0.267
H -2.252 1.023 0.660
H -2.399 3.067 -1.489
H -1.197 3.528 -0.437
H -2.848 3.342 0.227
*
```

## Properties
- Structure (SMILES): Cc1ccccc1.CCC
- LUMO energy: 0.94 eV
- Gap between HOMO and LUMO: 9.7 eV
- E_HOMO: -8.766 eV

=====

(C)
This record from OMol25 describes 2 unconnected molecules or ions with the total composition C10H16. The level of theory is ωB97M-V/def2-TZVPD.

```
! RIJCOSX wB97M-V def2-TZVPD def2/J DEFGRID3
* xyz 0 1
C -2.715 0.149 1.338
C -1.258 -0.246 1.520
C -0.407 -0.517 0.478
C 0.985 -0.619 0.672
C 1.453 -0.329 1.929
C 0.584 -0.099 3.003
C -0.787 -0.078 2.838
H -2.794 1.079 0.774
H -3.217 0.311 2.286
H -3.217 -0.614 0.741
H -0.856 -0.516 -0.503
H 1.564 -0.950 -0.176
H 2.486 -0.414 2.245
H 1.050 -0.030 3.980
H -1.451 0.125 3.664
C 0.789 1.730 -3.148
C 1.015 0.264 -2.688
C 0.364 -0.731 -3.633
H -0.281 1.915 -3.193
H 1.218 1.842 -4.147
H 1.311 2.401 -2.469
H 2.097 0.125 -2.641
H 0.581 0.291 -1.697
H 0.772 -0.623 -4.640
H 0.452 -1.739 -3.239
H -0.666 -0.440 -3.813
*
```

## Properties
- Structure (SMILES): Cc1ccccc1.CCC
- LUMO energy: 0.99 eV
- Gap between HOMO and LUMO: 10.0 eV
- E_HOMO: -9.043 eV

=====

Relative energies in eV: (A) 0.000; (B) 2.227; (C) 0.167

=====

(A)
This record from OMol25 describes C21H22N4O4S in the gas phase. The level of theory is ωB97M-V/def2-TZVPD.

```
! RIJCOSX wB97M-V def2-TZVPD def2/J DEFGRID3
* xyz 0 1
O 1.194 -1.311 4.373
C 0.942 -1.391 3.184
N 0.123 -2.326 2.660
C -0.657 -3.201 3.505
C -2.087 -3.320 2.977
C -2.748 -1.942 2.777
N -3.297 -1.791 1.447
C -4.723 -1.750 1.202
C -4.837 -1.922 -0.317
C -3.485 -1.436 -0.836
C -2.550 -1.634 0.342
O -1.331 -1.640 0.304
C 1.519 -0.436 2.183
C 1.903 0.826 2.646
C 2.417 1.762 1.777
C 2.565 1.452 0.425
C 3.101 2.445 -0.510
O 3.430 3.567 -0.193
N 3.224 2.013 -1.832
C 3.722 2.969 -2.807
C 2.627 3.441 -3.710
C 1.294 3.626 -3.491
C 0.755 4.081 -4.719
C 1.802 4.139 -5.585
O 2.938 3.753 -4.981
C 2.861 0.771 -2.280
S 3.012 0.297 -3.848
N 2.364 -0.103 -1.366
C 2.199 0.181 -0.034
C 1.680 -0.764 0.847
H -0.215 -2.207 1.707
H -0.197 -4.196 3.538
H -0.639 -2.787 4.519
H -2.057 -3.833 2.013
H -2.670 -3.934 3.663
H -3.556 -1.785 3.491
H -2.000 -1.156 2.929
H -5.227 -2.547 1.753
H -5.133 -0.787 1.532
H -5.673 -1.361 -0.729
H -4.975 -2.975 -0.563
H -3.132 -1.975 -1.713
H -3.499 -0.371 -1.077
H 1.787 1.042 3.696
H 2.714 2.744 2.111
H 4.505 2.503 -3.412
H 4.143 3.803 -2.236
H 0.764 3.460 -2.575
H -0.267 4.326 -4.922
H 1.867 4.427 -6.615
H 2.087 -1.008 -1.722
H 1.416 -1.739 0.469
*
```

## Properties
- Structure (SMILES): O=C(NCCCN1CCCC1=O)c1ccc2c(=O)n(Cc3ccco3)c(=S)[nH]c2c1
- LUMO energy: 0.01 eV
- Gap between HOMO and LUMO: 8.1 eV
- E_HOMO: -8.087 eV

=====

(B)
This record from OMol25 describes C21H22N4O4S in the gas phase. The level of theory is ωB97M-V/def2-TZVPD.

```
! RIJCOSX wB97M-V def2-TZVPD def2/J DEFGRID3
* xyz 0 1
C -2.913 -1.999 -2.651
O -1.925 -2.138 -1.642
C -0.744 -2.658 -1.991
O -0.465 -3.017 -3.111
C 0.176 -2.765 -0.832
C 1.301 -3.580 -0.946
C 2.163 -3.711 0.126
C 1.923 -3.039 1.312
C 0.805 -2.215 1.425
N 0.497 -1.496 2.582
C 1.209 -1.382 3.726
O 2.243 -1.955 3.991
C 0.561 -0.413 4.716
S 1.062 1.308 4.378
C 0.065 1.652 2.998
N -0.860 0.878 2.492
N -1.363 1.490 1.408
C -0.752 2.627 1.263
C -0.965 3.629 0.178
O -1.724 3.152 -0.894
C -1.195 2.179 -1.703
C -1.968 1.846 -2.813
C -1.516 0.900 -3.709
C -0.299 0.269 -3.509
C 0.476 0.583 -2.404
C 1.802 -0.080 -2.185
C 0.024 1.547 -1.508
N 0.179 2.794 2.260
C 1.057 3.906 2.484
C -0.067 -2.078 0.349
H -2.467 -2.163 -3.634
H -3.317 -0.991 -2.579
H -3.701 -2.733 -2.475
H 1.475 -4.101 -1.875
H 3.034 -4.344 0.044
H 2.594 -3.144 2.149
H -0.315 -0.877 2.487
H -0.527 -0.449 4.692
H 0.938 -0.616 5.718
H -1.535 4.479 0.575
H 0.015 4.002 -0.165
H -2.914 2.347 -2.949
H -2.116 0.652 -4.572
H 0.046 -0.479 -4.208
H 1.836 -1.041 -2.691
H 2.602 0.544 -2.585
H 1.991 -0.237 -1.125
H 0.644 1.779 -0.654
H 1.670 3.698 3.359
H 0.479 4.816 2.656
H 1.706 4.056 1.619
H -0.927 -1.430 0.425
*
```

## Properties
- Structure (SMILES): COC(=O)c1cccc(NC(=O)CSc2nnc(COc3cccc(C)c3)n2C)c1
- LUMO energy: 0.28 eV
- Gap between HOMO and LUMO: 8.7 eV
- E_HOMO: -8.464 eV

=====

Relative energies in eV: (A) 0.000; (B) 1.512

=====

(A)
This record from OMol25 describes 5 unconnected molecules or ions with the total composition C3H7N3O2. The level of theory is ωB97M-V/def2-TZVPD.

```
! RIJCOSX wB97M-V def2-TZVPD def2/J DEFGRID3
* xyz 0 1
C 1.127 1.632 0.144
C 0.685 -0.772 -0.298
C -0.830 -0.640 -0.050
H 2.371 2.682 -0.582
H -0.431 1.874 -0.816
H 1.094 1.701 1.902
H 2.313 -1.704 0.574
H 0.876 -2.892 0.447
H -1.210 1.589 -0.622
H -2.802 -0.647 -0.113
N 1.483 0.162 -0.175
N 1.118 -2.080 -0.343
N -1.457 0.542 -0.126
O -1.481 -1.780 0.187
O -2.857 0.335 -0.128
*
```

## Properties
- LUMO energy: -2.03 eV
- Gap between HOMO and LUMO: 7.3 eV
- E_HOMO: -9.283 eV

=====

(B)
This record from OMol25 describes a molecular structure, C3H7N3O2. The level of theory is ωB97M-V/def2-TZVPD.

```
! RIJCOSX wB97M-V def2-TZVPD def2/J DEFGRID3
* xyz 0 1
C 1.127 0.768 -1.633
C -0.334 -0.141 1.134
C 0.851 -0.306 0.520
N -2.193 -0.559 -0.214
O -0.823 -0.483 2.362
O 2.151 -0.357 0.903
N -1.102 0.216 -0.014
N 0.451 -0.224 -0.810
H -1.494 0.161 2.622
H 2.199 -0.241 1.860
H -2.062 -1.563 -0.109
H -2.700 -0.301 -1.048
H 1.186 1.754 -1.156
H 2.144 0.420 -1.837
H 0.599 0.856 -2.582
*
```

## Properties
- LUMO energy: 0.73 eV
- Gap between HOMO and LUMO: 8.2 eV
- E_HOMO: -7.472 eV

=====

(C)
This record from OMol25 describes C3H7N3O2 in the gas phase. The level of theory is ωB97M-V/def2-TZVPD.

```
! RIJCOSX wB97M-V def2-TZVPD def2/J DEFGRID3
* xyz 0 1
N -2.404 -1.213 0.117
N -1.068 -1.277 -0.112
C -0.307 -0.269 0.158
C 1.079 -0.551 -0.061
N 2.029 0.285 0.113
O 3.285 -0.226 -0.141
C -0.739 1.185 0.494
O -1.694 1.665 -0.424
H -2.877 -1.920 -0.397
H -2.829 -0.281 0.059
H 1.250 -1.625 -0.323
H 3.848 0.543 -0.003
H 0.205 1.773 0.550
H -1.202 1.264 1.496
H -1.213 1.977 -1.229
*
```

## Properties
- Structure (SMILES): N/N=C(/C=N/O)CO
- LUMO energy: 0.69 eV
- Gap between HOMO and LUMO: 9.2 eV
- E_HOMO: -8.469 eV

=====

(D)
This record from OMol25 describes a molecular structure, C3H7N3O2. The level of theory is ωB97M-V/def2-TZVPD.

```
! RIJCOSX wB97M-V def2-TZVPD def2/J DEFGRID3
* xyz 0 1
C 0.188 1.805 0.332
C -0.366 0.505 -0.206
C 1.987 -0.712 -0.189
H 0.016 1.700 1.626
H -0.444 2.544 -0.002
H 1.500 2.293 0.184
H -0.938 -1.901 -0.630
H -3.088 -0.429 -1.736
H -0.787 -1.756 1.090
H 2.300 -1.308 1.167
N -1.572 0.317 -0.411
N -2.213 -0.846 -0.566
N 0.398 -0.741 -0.449
O 0.325 -1.388 0.834
O 2.693 -0.083 -1.045
*
```

## Properties
- LUMO energy: -0.47 eV
- Gap between HOMO and LUMO: 8.1 eV
- E_HOMO: -8.607 eV

=====

Relative energies in eV: (A) 13.106; (B) 0.999; (C) 0.000; (D) 10.839

=====

(A)
This record from OMol25 describes C3H7N3O2 in the gas phase. The level of theory is ωB97M-V/def2-TZVPD.

```
! RIJCOSX wB97M-V def2-TZVPD def2/J DEFGRID3
* xyz 0 1
N 1.205 -0.755 -2.949
C 0.237 -0.441 -2.153
N 0.591 -0.542 -0.959
N -0.257 -0.134 0.084
C 0.173 -0.103 1.340
O 1.229 -0.418 1.830
C -0.971 0.725 2.000
O -1.859 1.225 0.963
H 1.992 -1.067 -2.440
H 1.221 -1.221 -3.967
H -0.703 -0.219 -2.601
H -1.090 0.665 -0.045
H -1.382 0.142 2.972
H -0.464 1.881 2.381
H -1.939 2.284 1.005
*
```

## Properties
- Structure (SMILES): N/C=N/NC(=O)CO
- LUMO energy: 0.22 eV
- Gap between HOMO and LUMO: 8.1 eV
- E_HOMO: -7.897 eV

=====

(B)
This record from OMol25 describes C3H7N3O2 in the gas phase. The level of theory is ωB97M-V/def2-TZVPD.

```
! RIJCOSX wB97M-V def2-TZVPD def2/J DEFGRID3
* xyz 0 1
C 0.118 0.302 0.441
C 2.304 -0.035 -0.335
C 1.484 0.298 0.925
N -3.699 0.293 -0.717
N -2.483 -0.278 -0.374
N -1.722 -1.394 0.128
O -0.337 1.190 -0.227
O -0.391 -0.979 0.380
H 2.352 0.842 -1.045
H 3.303 -0.393 -0.112
H 1.712 -0.898 -0.843
H 1.531 -0.443 1.656
H 1.973 1.269 1.275
H -4.388 -0.388 -0.849
H -1.756 0.613 -0.303
*
```

## Properties
- LUMO energy (alpha / beta): 0.13 / 0.04 eV
- Gap between HOMO and LUMO (alpha / beta): 8.9 / 8.8 eV
- E_HOMO (alpha / beta): -8.813 / -8.781 eV

=====

(C)
This record from OMol25 describes C3H7N3O2 in the gas phase. The level of theory is ωB97M-V/def2-TZVPD.

```
! RIJCOSX wB97M-V def2-TZVPD def2/J DEFGRID3
* xyz 0 1
C 0.667 -0.123 -0.246
C -0.546 0.026 0.726
N -1.851 0.443 0.284
N -0.144 0.626 1.988
C 0.312 -0.208 -1.589
O 1.967 0.216 0.119
O 1.206 -0.474 -2.531
N -0.097 -1.234 0.349
H 2.345 -0.559 0.554
H 0.779 -0.574 -3.392
H -2.459 -0.365 0.211
H -2.249 1.117 0.924
H 0.607 1.294 1.858
H 0.191 -0.096 2.614
H -0.728 -0.088 -1.867
*
```

## Properties
- LUMO energy (alpha / beta): 0.31 / 0.31 eV
- Gap between HOMO and LUMO (alpha / beta): 8.7 / 8.7 eV
- E_HOMO (alpha / beta): -8.399 / -8.400 eV

=====

Relative energies in eV: (A) 0.687; (B) 2.837; (C) 0.000

=====

(A)
This record from OMol25 describes C5H7N3O2S in the gas phase. The level of theory is ωB97M-V/def2-TZVPD.

```
! RIJCOSX wB97M-V def2-TZVPD def2/J DEFGRID3
* xyz 0 1
C -1.120 -1.226 0.239
C -2.719 -0.133 1.849
C 0.900 1.233 0.592
C 1.944 0.798 -0.504
C 0.333 -0.566 -1.429
N -2.204 -1.149 1.201
N -0.581 -0.199 -0.363
N -0.346 1.191 -0.105
O -1.011 -2.339 -0.184
O 1.660 -0.429 -1.114
S -1.706 1.340 1.441
H 0.935 0.485 1.453
H 1.214 2.200 0.975
H 1.786 1.561 -1.154
H 2.969 0.857 -0.185
H 0.292 -1.533 -1.754
H 0.227 0.016 -2.352
H -2.574 -2.107 1.393
*
```

## Properties
- LUMO energy: -0.59 eV
- Gap between HOMO and LUMO: 8.9 eV
- E_HOMO: -9.470 eV

=====

(B)
This record from OMol25 describes C5H7N3O2S in the gas phase. The level of theory is ωB97M-V/def2-TZVPD.

```
! RIJCOSX wB97M-V def2-TZVPD def2/J DEFGRID3
* xyz 0 1
O -1.616 -1.845 -1.189
C -2.017 -1.005 -0.470
O -2.671 0.145 -0.871
C -1.452 -0.711 0.936
C -0.758 0.731 0.847
C 0.551 0.561 0.153
N 1.087 1.603 -0.634
N 2.332 1.130 -0.927
C 2.712 -0.155 -0.304
S 4.090 -1.122 -0.251
N 1.478 -0.457 0.454
H -3.131 0.139 -1.841
H -0.813 -1.539 1.438
H -2.335 -0.364 1.528
H -0.660 1.381 1.870
H -1.508 1.256 -0.116
H 2.996 1.519 -1.758
H 1.717 -1.267 1.136
*
```

## Properties
- Structure (SMILES): O=C(O)CCc1n[nH]c(=S)[nH]1
- LUMO energy: 0.29 eV
- Gap between HOMO and LUMO: 8.2 eV
- E_HOMO: -7.934 eV

=====

Relative energies in eV: (A) 2.110; (B) 0.000

=====

(A)
This record from OMol25 describes 2 unconnected molecules or ions with the total composition C31H30N2O2. The level of theory is ωB97M-V/def2-TZVPD.

```
! RIJCOSX wB97M-V def2-TZVPD def2/J DEFGRID3
* xyz 0 1
C 3.507 -1.523 2.519
C 2.790 -0.193 2.576
C 1.596 -0.193 3.374
C 0.545 0.779 3.176
C -0.868 0.243 3.037
C -1.220 -1.116 2.928
C -2.559 -1.495 2.750
C -3.558 -0.524 2.627
C -3.223 0.834 2.741
C -1.892 1.205 2.952
O 0.719 2.013 3.157
O 3.217 0.819 1.983
H 2.776 -2.320 2.316
H 4.245 -1.478 1.711
H 4.034 -1.771 3.454
H 1.328 -1.133 3.854
H -0.443 -1.878 2.949
H -2.817 -2.555 2.706
H -4.597 -0.814 2.454
H -3.982 1.618 2.674
H -1.629 2.265 3.010
C 5.812 0.962 3.842
C 5.141 0.314 4.972
N 5.683 -0.730 5.655
C 6.864 -1.469 5.240
C 4.892 -1.034 6.769
C 3.831 -0.094 6.821
C 3.028 -0.052 7.953
C 3.179 -1.049 8.929
C 4.153 -2.052 8.794
C 5.060 -2.029 7.723
C 3.922 0.710 5.602
C 2.964 1.561 5.066
C 1.909 2.154 5.809
C 1.732 3.491 6.238
C 2.668 4.619 6.149
N 0.534 3.597 6.893
C 0.099 4.788 7.608
C -0.133 2.371 6.885
C 0.717 1.442 6.228
C 0.348 0.107 6.157
C -0.897 -0.279 6.661
C -1.737 0.651 7.295
C -1.341 1.988 7.455
H 5.539 2.026 3.868
H 6.902 0.857 3.914
H 5.464 0.576 2.873
H 7.037 -2.280 5.946
H 6.710 -1.890 4.238
H 7.750 -0.823 5.203
H 2.342 0.786 8.068
H 2.522 -1.038 9.800
H 4.198 -2.853 9.532
H 5.846 -2.769 7.600
H 3.115 1.912 4.045
H 3.520 4.300 5.548
H 2.202 5.494 5.682
H 3.030 4.901 7.147
H -0.873 4.578 8.064
H 0.822 5.056 8.396
H 0.014 5.644 6.927
H 1.057 -0.603 5.732
H -1.209 -1.319 6.558
H -2.709 0.318 7.661
H -1.943 2.723 7.987
*
```

## Properties
- LUMO energy: -1.07 eV
- Gap between HOMO and LUMO: 5.7 eV
- E_HOMO: -6.757 eV

=====

(B)
This record from OMol25 describes C31H30N2O2 in the gas phase. The level of theory is ωB97M-V/def2-TZVPD.

```
! RIJCOSX wB97M-V def2-TZVPD def2/J DEFGRID3
* xyz 0 1
C 2.316 0.555 0.857
C 1.427 1.794 0.701
C 1.621 2.415 -0.686
O 2.032 3.546 -0.829
N 1.295 1.565 -1.696
C 1.316 1.770 -3.077
C 1.791 2.966 -3.655
C 1.795 3.114 -5.012
C 1.332 2.091 -5.866
C 1.327 2.223 -7.269
C 0.868 1.210 -8.065
C 0.395 0.019 -7.491
C 0.387 -0.140 -6.134
C 0.854 0.887 -5.285
C 0.858 0.754 -3.886
C -0.035 1.455 0.900
C -1.016 2.405 1.519
C -0.651 1.137 2.241
C 0.160 1.229 3.515
C -1.633 -0.036 2.208
N -0.880 -1.280 2.177
C -0.441 -1.855 1.038
O -0.701 -1.424 -0.073
C 0.376 -3.089 1.234
C 1.256 -3.245 2.300
C 2.005 -4.403 2.416
C 1.880 -5.412 1.476
C 1.016 -5.257 0.405
C 0.274 -4.097 0.280
C -2.639 -0.045 3.336
C -3.109 1.147 3.877
C -4.045 1.137 4.896
C -4.530 -0.062 5.388
C -4.083 -1.252 4.843
C -3.148 -1.244 3.823
H 3.328 0.770 0.518
H 1.928 -0.285 0.284
H 2.364 0.256 1.900
H 1.743 2.557 1.418
H 0.945 0.654 -1.429
H 2.143 3.752 -3.009
H 2.158 4.031 -5.452
H 1.692 3.142 -7.705
H 0.867 1.317 -9.139
H 0.035 -0.771 -8.134
H 0.022 -1.055 -5.689
H 0.490 -0.163 -3.446
H -0.436 0.854 0.092
H -0.634 3.332 1.921
H -1.994 2.499 1.069
H 0.766 0.336 3.658
H -0.499 1.331 4.376
H 0.823 2.089 3.489
H -2.181 0.006 1.257
H -0.606 -1.668 3.065
H 1.386 -2.456 3.028
H 2.692 -4.516 3.243
H 2.464 -6.316 1.575
H 0.924 -6.038 -0.334
H -0.397 -3.953 -0.553
H -2.747 2.089 3.496
H -4.397 2.072 5.306
H -5.259 -0.069 6.185
H -4.466 -2.194 5.209
H -2.826 -2.181 3.393
*
```

## Properties
- Structure (SMILES): C[C@@H](C(=O)Nc1ccc2ccccc2c1)[C@@H]1C[C@@]1(C)[C@@H](NC(=O)c1ccccc1)c1ccccc1
- LUMO energy: 0.55 eV
- Gap between HOMO and LUMO: 8.3 eV
- E_HOMO: -7.758 eV

=====

Relative energies in eV: (A) 3.239; (B) 0.000